[1]
Entry from the OMol25 dataset: a cluster of 2 separate species, C2H9NS in total at a distorted geometry (ωB97M-V/def2-TZVPD).

Results
DFT total energy   -534.45853 Eh
Multiplicity   1
Energy above the lowest of the compared OMol25 structures with the same formula, charge and spin   44.6 kcal per mole

The geometry in XYZ format:
```
13
Properties=species:S:1:pos:R:3:forces:R:3
C -1.5871 1.1209 0.0201 -0.6680 -0.2794 -0.8778
C -1.1961 0.3100 -1.2226 0.4522 -0.3626 1.2211
N -0.5007 -0.9460 -0.8158 -0.4562 -0.4219 0.8536
H -2.2401 1.9226 -0.3443 0.3142 0.1622 0.2979
H -0.7027 1.4888 0.5259 -0.0878 0.1159 0.1410
H -2.2090 0.5240 0.6949 0.2393 -0.0099 0.0576
H -0.4913 0.8966 -1.8111 -0.1317 -0.1536 -0.2019
H -2.0708 0.0155 -1.7865 -0.1925 0.2933 -0.4071
H -1.1391 -1.5885 -0.3516 -0.3390 0.1348 -0.2245
H -0.1669 -1.4408 -1.6363 0.4389 0.0271 0.1944
S 1.6338 -0.2439 1.0154 1.3268 -1.6057 1.5263
H 2.5547 0.6997 1.2740 -0.8429 0.5366 -0.5588
H 0.3894 -0.7350 0.3294 -0.0533 1.5632 -2.0218
```
Positions in Å, forces in eV/Å.

Results of the Löwdin charge analysis, in e, for atoms 1 through 2: -0.1079, -0.2719


[2]
Entry from the OMol25 dataset: an isolated molecule of C19H23FN2 (ωB97M-V/def2-TZVPD).

Results
DFT total energy   -947.17934 Eh
Multiplicity   1
Energy above the lowest of the compared OMol25 structures with the same formula, charge and spin   0.7 kcal per mole

The geometry in XYZ format:
```
45
Properties=species:S:1:pos:R:3:forces:R:3
F -1.0219 -4.3784 0.0650 -0.0443 0.0867 -0.0023
C -1.6395 -3.1791 0.1326 -0.0038 0.1263 0.0863
C -1.5286 -2.4305 1.2893 0.0987 -0.2773 -0.1232
C -2.1552 -1.1975 1.3440 -0.1682 0.0524 -0.1871
C -2.8791 -0.7123 0.2609 -0.0456 -0.0090 0.1658
C -3.5069 0.6638 0.2914 -0.0504 0.0374 -0.0775
N -2.9917 1.6222 -0.6732 -0.1798 0.1161 -0.2338
C -1.5805 1.9923 -0.6338 0.1479 -0.1458 0.0091
C -1.1164 2.3668 0.7728 0.1063 0.1520 -0.3281
C 0.3502 2.8197 0.7313 -0.1408 0.0199 0.1614
N 1.2476 1.8302 0.1698 0.1849 0.0305 0.0884
C 1.4752 0.6863 1.0425 -0.0412 0.0935 0.0098
C 2.5505 -0.2071 0.4878 -0.0223 -0.1030 0.0767
C 2.3043 -1.5480 0.2286 -0.0433 0.0969 0.0638
C 3.3020 -2.3610 -0.2817 0.0706 -0.1190 -0.0495
C 4.5558 -1.8377 -0.5435 0.0238 -0.1175 -0.0486
C 4.8079 -0.4983 -0.2937 0.0739 0.0751 0.0040
C 3.8120 0.3112 0.2201 -0.0328 -0.0196 0.0179
C 0.8216 1.4705 -1.1686 -0.1070 -0.1637 -0.2473
C -0.6195 0.9497 -1.2289 0.1918 0.2755 0.1109
C -2.9905 -1.5033 -0.8788 0.0290 0.0151 0.2307
C -2.3710 -2.7363 -0.9547 0.0905 -0.1278 0.0227
H -0.9608 -2.8106 2.1244 0.0624 -0.0716 0.0637
H -2.0797 -0.6076 2.2465 0.0193 0.0912 0.0745
H -3.4037 1.0969 1.2885 -0.0914 -0.1010 0.0027
H -4.5781 0.5702 0.0822 0.0704 0.0283 0.1310
H -3.2172 1.3186 -1.6148 -0.0630 0.0690 0.0765
H -1.5120 2.8957 -1.2595 0.1211 -0.0581 0.1006
H -1.7433 3.1672 1.1674 -0.0669 0.0063 0.0863
H -1.1975 1.5060 1.4357 -0.0701 -0.0615 0.0960
H 0.6925 3.0679 1.7392 0.0044 0.0604 -0.0390
H 0.4334 3.7196 0.1132 -0.0299 0.0497 0.0694
H 0.5678 0.0862 1.2200 0.0687 0.0003 0.0527
H 1.8054 1.0857 2.0081 -0.1051 -0.0476 -0.0036
H 1.3246 -1.9615 0.4257 -0.1259 -0.0082 0.0214
H 3.0966 -3.4033 -0.4772 -0.0108 -0.0875 -0.0220
H 5.3347 -2.4710 -0.9425 0.0602 -0.0472 -0.0340
H 5.7852 -0.0860 -0.4987 0.0770 0.0343 -0.0112
H 3.9970 1.3575 0.4109 0.0274 0.1332 0.0069
H 1.5095 0.7181 -1.5607 -0.0240 0.1121 -0.0828
H 0.9090 2.3693 -1.7881 0.0303 -0.0302 -0.0631
H -0.8901 0.7432 -2.2673 -0.0365 -0.0620 -0.0335
H -0.6860 0.0136 -0.6746 -0.0112 -0.0474 -0.0462
H -3.5659 -1.1462 -1.7209 -0.0513 0.0334 -0.1178
H -2.4475 -3.3526 -1.8365 0.0069 -0.0906 -0.0785
```
Positions in Å, forces in eV/Å.

Results of the Löwdin charge analysis, in e, for atoms 1 through 2: 0.0534, -0.2830


[3]
Entry from the OMol25 dataset: an isolated molecule of CClFN4 at a distorted geometry (ωB97M-V/def2-TZVPD).

Results
DFT total energy   -816.99371 Eh
Multiplicity   1

The geometry in XYZ format:
```
7
Properties=species:S:1:pos:R:3:forces:R:3
F -0.3764 2.1070 0.0027 -0.6785 -1.9435 0.0880
N -0.3990 0.7200 0.0614 2.9244 -3.1784 0.1415
N -1.4395 -0.0634 -0.0152 -1.3224 2.7444 -0.3945
N -1.1277 -1.2778 -0.0747 -0.0939 -0.2836 0.5476
N 0.2353 -1.4478 0.0057 1.1027 -1.3909 -0.1864
C 0.8552 -0.3772 0.0689 -5.5714 3.2553 -0.1960
Cl 2.2520 0.3392 -0.0488 3.6391 0.7967 -0.0002
```
Positions in Å, forces in eV/Å.

Results of the Löwdin charge analysis, in e, for atoms 1 through 2: 0.0226, -0.0808


[4]
Entry from the OMol25 dataset: an isolated molecule of C5H11NO2 at a distorted geometry (ωB97M-V/def2-TZVPD).

Results
DFT total energy   -402.28132 Eh
Multiplicity   1
Energy above the lowest of the compared OMol25 structures with the same formula, charge and spin   60.8 kcal per mole

The geometry in XYZ format:
```
19
Properties=species:S:1:pos:R:3:forces:R:3
C -1.1647 -1.6226 -1.3607 -0.7626 1.7703 -0.7262
C -1.2638 -1.0558 0.1138 1.8630 -0.8715 -1.6965
C -1.5419 0.3828 0.0218 -1.4205 3.3850 -3.3311
O -2.7015 0.7408 -0.2361 1.4448 -0.2135 1.4082
N -0.4913 1.3423 -0.3064 0.6916 -4.5845 1.3206
C 0.9511 1.0314 -0.1858 -2.1683 -1.3649 1.8686
C 1.5842 0.8970 1.2634 0.1078 1.3977 -0.5689
O 2.6464 0.0384 1.0258 2.1863 -1.5824 1.4000
H -0.1938 -1.6859 -1.7360 1.9746 0.9800 -0.6807
H -1.4191 -2.6363 -1.6330 -1.1230 -0.4926 1.0902
H -1.8047 -0.9156 -1.9618 0.8098 -0.9693 0.2028
H -2.1482 -1.5974 0.2796 -1.0446 -0.2545 2.1560
H -0.3366 -1.1968 0.6725 -0.4586 -0.8693 0.2977
H -0.6305 2.2744 -0.1761 -1.5546 2.8336 0.3761
H 1.4494 1.8658 -0.6108 0.7308 0.1720 -1.0745
H 0.9992 0.0466 -0.6803 1.0696 0.6556 0.0010
H 0.9979 0.3983 2.0629 -0.5220 1.0459 -0.4938
H 2.0386 1.9371 1.5419 -1.3133 -1.5499 0.0723
H 3.0292 -0.2445 1.9053 -0.5109 0.5122 -1.6218
```
Positions in Å, forces in eV/Å.

Results of the Löwdin charge analysis, in e, for atoms 1 through 2: -0.0687, -0.1380


| no. | frontier orbital gap (eV) |
| --- | --- |
| 1 | 8.659 |
| 2 | 9.159 |
| 3 | 10.955 |
| 4 | 10.122 |